[1]
{
  "formula": "C15H16ClF3N3O6OsS2",
  "method": "wB97M-V/def2-TZVPD",
  "spin_multiplicity": 2,
  "homo_ev": [-7.45, -7.26],
  "homo_lumo_gap_ev": [7.27, 7.11],
  "symbols": ["Os", "Cl", "S", "S", "F", "F", "F", "O", "O", "O", "O", "O", "O", "N", "N", "N", "C", "C", "C", "C", "C", "C", "C", "C", "C", "C", "C", "C", "C", "C", "C", "H", "H", "H", "H", "H", "H", "H", "H", "H", "H", "H", "H", "H", "H", "H", "H"],
  "positions_angstrom": [[-1.0102, -0.5307, 0.0224], [1.4865, -2.1286, 3.3261], [-1.0948, -0.2630, 2.5110], [-3.6598, 0.0677, -0.9322], [-4.8882, -0.2496, -3.2233], [-3.9343, -2.0507, -2.5147], [-5.7871, -1.3829, -1.6165], [-2.4724, 0.3961, -1.7300], [-0.3371, 1.6048, 0.3796], [-3.3173, -0.8316, 0.1691], [-1.1642, -2.3337, -1.5582], [-0.7704, -3.2860, -3.4917], [-4.5309, 1.1531, -0.6258], [-0.2542, 2.0947, 1.6041], [0.0038, -1.1586, -3.1306], [0.1203, -0.0438, -2.2975], [2.3166, -0.9088, 2.4196], [1.0998, -1.5656, 0.3129], [-0.5344, 1.3385, 2.6854], [-0.6902, -2.2430, -2.6717], [-0.0365, -3.3227, -4.7132], [-0.3800, 1.9142, 3.9557], [-0.0107, 3.2270, 4.0999], [-4.6299, -0.9758, -2.1277], [3.2755, -0.1551, 3.0744], [3.7224, 1.0259, 1.0422], [0.2179, 3.9900, 2.9519], [3.9886, 0.8145, 2.3896], [2.7710, 0.2679, 0.3955], [0.1045, 3.3886, 1.7291], [2.0365, -0.7417, 1.0477], [-0.5896, 1.2796, 4.8044], [4.7541, 1.3841, 2.8981], [4.2738, 1.7802, 0.4951], [0.8021, -2.4934, 0.7867], [-0.0662, -4.3582, -5.0383], [1.3322, -1.6668, -0.7423], [0.0304, -0.9941, -4.1251], [1.0430, 0.3561, -2.3905], [0.2818, 3.8953, 0.7931], [3.4714, -0.3486, 4.1201], [0.4735, 5.0371, 3.0029], [1.0004, -3.0207, -4.5621], [-0.5103, -2.7036, -5.4784], [-0.6053, 0.6459, -2.4713], [0.0985, 3.6660, 5.0811], [2.5694, 0.4299, -0.6564]]
}


[2]
{
  "formula": "C10H11NOP",
  "method": "wB97M-V/def2-TZVPD",
  "homo_ev": [-13.17, -13.17],
  "homo_lumo_gap_ev": [7.23, 7.23],
  "charge": 1,
  "symbols": ["P", "O", "N", "C", "C", "C", "C", "C", "C", "C", "C", "C", "C", "H", "H", "H", "H", "H", "H", "H", "H", "H", "H", "H"],
  "positions_angstrom": [[-1.2506, 2.2959, 2.9223], [-2.1201, -0.0385, 1.1445], [-0.3485, 1.2113, 1.7779], [-0.9745, 0.2438, 1.0397], [1.3932, 1.6888, -0.0291], [-0.0246, -0.6375, 0.0372], [0.2565, -0.8354, -2.5204], [1.1827, 1.1146, -1.2550], [0.4520, -0.0794, -1.3156], [-0.6276, -2.6856, -1.2107], [-0.6740, -1.9553, -0.0289], [-0.1656, -2.1768, -2.4162], [1.0531, 1.4969, 1.3880], [1.5433, 1.5050, -2.1730], [-1.8263, 1.0570, 3.5884], [1.9939, 2.5718, -0.1438], [0.7841, -0.6794, 0.8287], [-0.2336, -2.7602, -3.3803], [-1.0017, -3.7044, -1.1978], [0.6962, -0.5531, -3.4150], [-2.1555, 2.6327, 1.9153], [1.7517, 0.6573, 1.6672], [-1.1538, -2.5500, 0.7582], [1.4498, 2.1807, 2.0181]]
}


[3]
{
  "formula": "C4H7FN2",
  "method": "wB97M-V/def2-TZVPD",
  "homo_ev": -8.93,
  "smiles": "[H]/N=C/F.C=CN=C",
  "homo_lumo_gap_ev": 9.62,
  "symbols": ["F", "N", "N", "C", "C", "C", "C", "H", "H", "H", "H", "H", "H", "H"],
  "positions_angstrom": [[0.7035, -0.5603, -1.5133], [-1.5529, -0.7947, 0.4129], [2.4210, 0.6793, -1.0177], [-1.0819, 0.4957, 0.8403], [-0.8589, 1.3483, -0.1201], [-0.8913, -1.8216, 0.4189], [1.3882, 0.1348, -0.6542], [0.8884, 0.0305, 0.2967], [-0.8733, 1.0159, -1.1052], [2.9837, 0.9477, -0.1917], [-1.3752, -2.7429, -0.0222], [-1.3975, 0.8331, 1.7559], [-0.4982, 2.3837, 0.0475], [0.1442, -1.9494, 0.8521]]
}


[4]
{
  "formula": "C31H45ClF5PSc",
  "method": "wB97M-V/def2-TZVPD",
  "homo_ev": [-1.29, -1.82],
  "homo_lumo_gap_ev": [3.80, 4.39],
  "charge": -1,
  "symbols": ["Sc", "Cl", "P", "F", "F", "F", "F", "F", "C", "C", "C", "C", "C", "C", "C", "C", "C", "C", "C", "C", "C", "C", "C", "C", "C", "C", "C", "C", "C", "C", "C", "C", "C", "C", "C", "C", "C", "C", "C", "H", "H", "H", "H", "H", "H", "H", "H", "H", "H", "H", "H", "H", "H", "H", "H", "H", "H", "H", "H", "H", "H", "H", "H", "H", "H", "H", "H", "H", "H", "H", "H", "H", "H", "H", "H", "H", "H", "H", "H", "H", "H", "H", "H", "H"],
  "positions_angstrom": [[0.7430, 1.5583, 2.4697], [-1.1947, 0.4696, 3.1098], [-0.6544, -0.3436, -0.4075], [4.4506, 0.7866, 7.0600], [2.0695, 2.8239, 3.4761], [2.2356, -2.0400, 3.9444], [3.6684, 3.0165, 5.6309], [3.7459, -1.6929, 6.1981], [3.3427, -0.6228, 5.4810], [-0.3548, -0.2356, -5.1428], [-4.6128, -1.7412, 0.5293], [0.8562, 0.0510, -4.2462], [0.7970, -1.5487, -0.0382], [3.2342, -1.9981, 0.2887], [-1.9510, 4.4306, -0.6209], [-2.0960, -1.4264, 0.1787], [3.6610, 0.9571, 0.7054], [2.2360, 0.4683, 0.5524], [2.5751, 1.5916, 4.0833], [-2.2378, 1.9590, -1.2390], [-3.5021, -0.8530, -0.0522], [2.1728, -1.0147, -0.2149], [3.3365, 1.7697, 5.2250], [4.2143, -1.4453, 1.3186], [2.1461, 0.3585, 3.5811], [-1.7679, -0.7042, -3.0657], [-1.2319, 1.5567, -0.1523], [-4.4808, -3.2230, 0.1625], [4.7776, -0.0847, 0.9277], [-0.8896, 3.9875, 0.3927], [2.5754, -0.7681, 4.3114], [-0.4966, -0.5704, -2.2397], [3.7175, 0.6480, 5.9333], [-2.9242, 3.3062, -0.9692], [-2.0030, -2.8835, -0.3024], [-1.4083, -1.1345, -4.4915], [-3.0669, -3.7672, 0.3536], [-0.1972, 2.6857, -0.0157], [0.4480, 0.4800, -2.8356], [0.2851, 2.8265, -0.9978], [2.7629, -2.8918, 0.6963], [-2.3119, -1.1500, -5.1059], [-3.5128, 3.5933, -1.8432], [-2.4575, -1.4329, -2.6264], [1.7357, 1.1365, -0.1772], [3.7194, -1.3627, 2.2892], [-5.1778, -3.8046, 0.7700], [0.6246, -1.6796, 1.0453], [-2.9946, -4.7790, -0.0544], [3.7631, 1.7091, 1.5041], [0.6858, 2.5109, 0.6741], [-5.5805, -1.3607, 0.1890], [0.0108, -1.5442, -2.3109], [-1.3768, 3.8424, 1.3729], [-3.6404, 3.1799, -0.1457], [-1.0320, -3.3254, -0.0666], [0.6202, -2.5263, -0.5112], [1.4737, -0.8557, -4.1716], [2.3552, -0.7615, -1.2844], [-3.6768, -0.7385, -1.1348], [1.3501, 0.6154, -2.2221], [-4.6050, -1.6377, 1.6251], [3.9042, 1.5303, -0.2081], [3.8170, -2.3668, -0.5736], [-2.1065, -2.9212, -1.3963], [5.0262, -2.1719, 1.4587], [-1.0301, -2.1651, -4.4590], [-2.8491, -3.8410, 1.4285], [5.3937, -0.1717, 0.0184], [-1.9235, -1.3995, 1.2702], [-1.7162, 2.0417, -2.1989], [-0.8164, 0.7216, -5.4150], [-2.4943, 5.2989, -0.2366], [-3.0202, 1.2071, -1.3811], [-0.0091, -0.6936, -6.0746], [-1.4432, 4.7654, -1.5366], [-2.3028, 0.2504, -3.1064], [-0.1501, 4.7766, 0.5310], [1.4892, 0.8265, -4.6901], [-0.0474, 1.4612, -2.8712], [-1.7534, 1.4367, 0.8117], [5.4569, 0.2659, 1.7161], [-4.7918, -3.3647, -0.8824], [-3.5869, 0.1437, 0.4019]]
}


Energy relative to the best compared isomer or geometry (same formula, charge and spin) readings, ordered: 52.0 97.8 68.9 0.0 kcal/mol
Electronic energy readings, ordered: -77378.826 -23364.676 -9955.793 -88973.541 eV